Computed, not measured: a 7-piece molecular cluster, C41H75F9INO21PS overall, with wB97M-V/def2-TZVPD.

As for the total charge: -1. As for the molecular weight: 1278.96 g/mol. The calculation puts the HOMO-LUMO gap at 7.13 eV. For the total energy, the calculation gives -5178.0643 Ha. The calculation puts the strongest force on any atom at 0.1046 hartree/bohr. As for the HOMO energy: -5.59 eV.

Each line ends with the Mulliken charge.
Cartesian coordinates (Å):
H  1.6545  1.7359  3.6666  0.67
O  0.2181  -2.0032  0.6936  -0.66
N  2.8915  -3.5392  4.0186  0.05
C  -1.1679  8.2370  -3.8908  -0.52
C  2.7627  7.4871  -3.8385  -0.51
C  0.9502  -1.7606  -2.9583  0.73
H  -2.8673  6.2646  -7.0665  0.36
O  -2.0158  -1.8047  1.2910  -0.64
H  3.5084  -5.4992  4.2845  0.43
H  2.8506  -10.6718  6.3664  0.30
O  -1.5720  1.2957  2.7349  -0.54
P  -0.1528  0.3435  2.7302  0.98
H  3.2707  -10.0895  2.6156  0.46
C  1.8563  -11.0247  4.4908  -0.25
C  -0.0306  -12.0013  -2.3831  -0.97
H  -3.0202  7.9805  1.6569  0.32
H  -1.3812  3.6332  5.6242  0.35
H  3.6108  6.8813  -3.5165  0.39
H  3.8830  -8.5849  3.3322  0.34
O  0.6276  6.6654  -1.1845  -0.51
O  0.7264  9.7751  1.9857  -0.62
F  0.3934  0.3053  -0.8603  -0.34
H  -2.6270  9.0935  0.3657  0.37
H  1.0288  4.6165  -3.1096  0.28
H  0.7807  -11.5289  -2.9375  0.27
O  -1.8473  2.8321  5.3526  -0.45
H  5.2321  -1.6593  2.5161  0.36
H  -2.3384  -0.1181  -4.5781  0.09
O  -2.8636  8.8162  -2.3460  -0.48
I  -0.5418  -3.5963  4.1790  -0.08
H  4.3621  0.8291  3.8930  0.60
H  -4.8969  0.4361  4.7254  0.35
H  0.3405  10.7178  -0.3565  0.45
H  2.4827  -3.3091  4.9108  0.28
H  2.6663  -10.0568  -2.1637  0.28
H  -1.2367  7.2392  -0.7112  -0.43
O  1.7472  7.5184  -2.8358  -0.35
C  4.0314  -0.1430  3.4978  -0.95
O  -0.6289  -0.7510  3.9477  -0.22
F  -1.0970  -1.6242  -4.0510  -0.39
H  -4.3183  8.0271  -6.1613  0.33
H  -0.9291  -11.9807  -3.0008  0.36
H  2.0439  -11.4395  3.4985  0.22
C  -0.2799  -11.3086  -1.0589  -0.42
C  1.8927  -10.5360  -0.2401  0.80
H  -3.0860  -1.0944  3.4770  -0.10
C  2.2077  7.0398  -5.1759  -0.84
C  1.7715  -8.7846  3.5145  0.86
C  1.3668  6.4584  -2.0961  0.95
O  -4.5983  3.9667  -7.1953  -0.59
F  -0.1748  0.2392  -3.5767  -0.27
C  2.7544  -4.9534  3.6840  -1.00
H  1.8999  4.4776  -1.5693  0.36
H  -1.0276  8.3122  -4.9683  0.34
O  -3.9516  0.4837  4.5912  -0.50
H  1.7097  -3.2179  2.3461  0.73
F  -1.6402  -2.2324  -1.4658  -0.20
S  -0.8151  -1.0265  1.0104  0.84
C  1.7338  -1.3414  3.5136  1.48
H  -2.8524  1.3811  -3.8110  0.31
H  -3.7096  5.6987  -5.6150  0.28
H  1.8197  6.0215  -5.1293  0.23
H  5.7531  -2.7303  4.1965  0.32
H  3.4394  -12.0967  5.4882  0.35
H  0.6743  -1.5604  5.3351  0.76
C  -3.5870  -0.1272  3.3733  1.13
H  -2.8726  2.8143  -8.6541  0.37
O  -4.4542  2.2135  -5.8503  -0.36
H  1.0781  -9.3139  -1.8640  0.36
H  6.1693  -0.3973  3.2827  0.36
H  0.6317  0.6271  5.8766  0.12
H  -3.5183  1.7323  2.4335  0.30
H  2.9909  -8.5844  1.7998  0.21
H  2.7583  5.0213  -2.9891  0.37
O  1.3383  -0.4487  2.5138  -0.77
C  3.0612  -9.0428  2.7784  -1.08
F  -1.6070  1.0119  -0.6245  -0.29
H  -2.6512  8.5495  -6.0638  0.43
H  2.4893  -8.6761  -1.0620  0.30
H  3.7186  0.0725  2.4674  0.14
F  0.9750  -2.6855  -2.0546  -0.21
H  0.8920  2.3510  5.8829  0.60
C  -0.8825  -0.1045  -0.6331  0.45
H  -3.7862  0.3842  -6.5680  0.41
F  1.9776  -0.9701  -2.7699  -0.25
H  2.9805  7.0806  -5.9447  0.41
O  -1.5919  1.1172  6.6800  -0.50
H  -1.0435  9.7194  -0.7347  0.21
C  3.0838  -11.0708  5.3784  -1.00
H  3.1280  8.5101  -3.9245  0.37
C  2.8680  -0.6707  4.3614  -0.37
C  -2.7739  2.5297  -7.6086  -1.00
C  -2.6722  0.8889  -4.7659  -0.19
H  -1.6603  6.1825  0.6158  0.33
C  -0.1250  9.3874  1.2255  0.63
H  -4.7045  0.3555  -5.0804  0.38
C  1.7977  5.0643  -2.4793  -1.37
H  -1.0869  -11.8161  -0.5325  0.31
H  -5.4459  -1.2163  3.2249  0.47
O  5.4622  -1.8940  4.5546  -0.53
C  -1.3424  -1.0086  -1.8156  0.94
C  -0.0712  9.7151  -0.2456  -0.42
C  -2.9619  6.3960  -5.9881  -0.64
C  -3.9249  0.8974  -5.6141  -0.94
C  2.4104  -2.6351  2.9682  -1.92
H  0.5815  8.9995  -0.7407  -0.13
H  -2.0123  6.1258  -5.5206  0.19
H  -0.5581  9.0187  -3.4439  0.47
O  0.8612  -11.3955  -0.2010  -0.37
H  3.8946  -10.4655  4.9729  0.27
H  -0.5963  -10.2724  -1.1834  0.37
H  3.2048  -1.3195  5.1793  0.63
H  0.2585  -13.0398  -2.2174  0.30
C  0.2959  1.5490  5.3975  -0.37
H  2.9753  -5.1834  2.6408  0.37
C  0.5804  1.6740  3.8852  -1.44
O  2.7258  -10.5765  0.6211  -0.57
C  5.2847  -1.0455  3.4307  -0.77
C  -2.0054  7.0341  0.0299  -0.07
H  -1.9189  3.0469  -7.1746  0.20
H  -2.5974  1.4567  -7.5923  0.36
C  2.0260  -9.5958  -1.4124  -1.06
C  0.3857  -1.6466  4.2761  -1.25
C  -4.0260  2.9583  -6.8805  0.79
F  1.1732  -2.3638  -4.1318  -0.31
H  3.2219  -2.3611  2.2741  0.09
H  -0.8189  7.2675  -3.5407  0.03
F  -2.5496  -0.4802  -2.2230  -0.36
H  1.3798  7.6835  -5.4755  0.15
O  -3.5927  8.0792  -4.2854  -0.37
H  -3.0472  0.4372  1.4074  -0.16
C  -1.1325  1.7892  5.8698  0.13
H  1.7823  -5.3242  4.0272  0.22
H  1.0672  -11.6310  4.9357  0.33
O  -1.0936  8.5921  1.6821  -0.36
C  -0.4033  -1.0025  -3.0870  0.47
C  -2.2535  8.2323  0.9235  -0.50
C  -2.8482  0.8470  2.4131  -0.66
H  -4.7691  -0.8171  1.6131  0.36
C  -2.5998  8.4247  -3.4449  0.24
H  -5.5630  0.4508  2.6328  0.42
H  0.1522  2.6294  3.5575  0.70
H  2.4835  0.2112  4.8918  0.29
H  -2.9259  6.7572  -0.4897  0.36
C  -3.3670  7.8234  -5.6715  -0.72
H  0.3150  1.2084  1.6699  0.06
O  1.3282  -9.7029  4.3997  -0.41
H  -1.8660  1.4352  -5.2584  0.23
C  -4.9290  -0.4505  2.6309  -1.74
O  1.1739  -7.7583  3.3801  -0.57

Computed, not measured: C41H76BF9HgN4O15PS as an isolated structure, with wB97M-V/def2-TZVPD.

As for the total charge: -1. As for the molecular weight: 1310.50 g/mol. The calculation puts the HOMO-LUMO gap at 6.08 eV. For the total energy, the calculation gives -4772.4020 Ha. The calculation puts the strongest force on any atom at 0.0492 hartree/bohr. As for the HOMO energy: -5.72 eV.

Each line ends with the Mulliken charge.
Cartesian coordinates (Å):
H  3.6074  -5.1006  5.7352  0.40
N  0.0288  -1.0454  -5.0608  1.42
C  -4.8380  -3.3732  1.1055  -2.03
H  -0.6171  -3.1991  4.1108  0.47
H  -5.4283  -4.1619  0.6283  0.54
H  1.2991  -1.1092  -2.7584  0.65
C  5.3290  3.8003  1.4955  -0.86
C  4.7554  1.2900  -0.3419  -1.25
O  -5.1213  0.4563  -1.6029  -0.54
H  -2.4068  -1.9457  -5.6145  0.51
H  -5.1300  0.9585  4.0272  0.42
O  -2.1789  6.0992  -1.3730  -0.59
F  0.1231  -0.3665  -0.9996  -0.22
O  -2.2953  4.5066  0.4433  -0.65
H  -2.7192  -1.0886  -7.1012  0.57
H  -0.1632  -3.2953  -6.7078  0.16
H  1.8445  -0.2557  -7.7608  0.33
H  6.1673  3.6353  0.8199  0.34
H  -4.2845  -3.9212  1.8789  0.47
C  2.6386  1.1399  0.9374  -1.37
C  2.7891  5.5863  -0.7225  -2.64
H  -7.6234  -2.6736  2.8277  0.48
H  1.5398  0.5911  -3.1774  0.38
F  -0.4317  -0.7505  1.1945  -0.66
F  -4.6432  0.0378  -5.2700  -0.20
H  5.2099  5.5439  -1.7650  0.48
F  0.4684  -2.4848  -0.0221  -0.46
C  1.8581  0.4404  -5.7286  -1.24
H  -4.1067  -3.0550  0.3642  0.26
H  0.9880  -3.7297  2.2245  0.47
H  5.5885  1.8904  -0.7055  0.33
H  2.2018  -2.7772  -4.4510  0.41
H  -2.4686  -1.3437  2.8860  0.05
H  2.4682  5.4310  -1.7643  0.39
C  1.8369  -3.1176  2.5483  -1.47
H  -6.6522  -3.2878  4.9701  0.41
N  3.1840  3.2219  -0.2276  0.29
H  4.4393  4.0628  -2.3794  0.22
H  3.8934  -2.8658  6.5673  0.36
H  -6.6367  -4.0695  2.5640  0.35
C  4.8866  4.5381  -1.4965  -1.84
H  5.2210  -3.2236  5.4381  0.41
H  -3.5173  0.5569  4.5806  0.35
H  -2.7830  -1.6131  4.5615  0.59
H  -0.9631  -2.4228  -8.0217  0.47
H  3.3873  -1.7748  -5.4123  0.43
C  4.4007  2.6405  1.7695  -1.08
C  -5.4917  -1.5053  4.4797  -1.48
H  3.2051  6.5943  -0.7303  0.46
F  -1.1438  -2.1974  -1.6213  -0.41
F  -2.0736  -0.6037  -0.3998  -0.15
O  -3.2461  2.4531  0.3899  -0.40
O  2.4611  2.7838  -1.3866  0.06
C  -1.3327  2.9750  -1.0053  0.36
C  1.5782  -2.7513  4.0138  2.35
C  3.3588  -4.2621  5.0882  -0.73
H  -6.2983  -2.0150  -0.4176  0.14
H  1.4910  -3.6374  5.9529  0.44
C  4.1482  -3.0216  5.5148  -1.30
H  1.3587  -4.8129  4.6060  0.38
C  -3.1861  -1.8102  3.5698  -1.41
H  -5.0684  -3.5745  4.2180  0.28
N  -5.1908  -1.0759  2.1376  -0.20
B  -1.3992  5.2018  -0.5147  1.13
H  1.9323  0.8696  0.1576  -0.11
O  -0.6841  4.1082  -1.2231  -0.53
H  -2.4248  -0.1988  -5.6254  0.33
H  4.2112  0.3029  4.8273  0.35
H  -3.7895  0.9361  2.8451  0.30
H  2.0829  1.4485  1.8246  0.41
H  1.5094  1.4495  -7.5907  0.47
C  -5.9550  -2.9342  4.2097  -0.56
C  1.8729  -3.9163  4.9656  -1.32
C  -2.1077  -1.0739  -6.2012  -2.26
C  1.4924  -0.7801  -4.9093  2.86
H  5.1454  5.7522  0.6590  0.45
H  -7.2010  -1.0125  0.6635  0.40
C  -0.6388  7.3287  -0.1391  0.67
H  -0.2601  -2.9611  -4.7442  0.29
H  1.6675  3.3302  -1.3085  0.12
H  3.1045  0.2158  1.3037  -0.54
O  -1.1356  1.9327  -1.5774  -0.30
H  1.8852  5.5502  -0.1175  0.61
O  -0.4591  6.0676  0.2204  -0.43
H  -6.3749  -0.8540  4.4946  0.46
C  3.8252  4.5172  -0.3893  2.08
H  2.6575  -3.8246  2.4063  0.38
C  2.3446  -2.0234  -5.2219  -1.80
H  2.0622  -2.4738  -6.1766  0.37
Hg  -0.9817  -0.1313  -3.0413  1.77
H  -7.6371  -2.7143  0.5738  0.43
C  1.8165  -0.4377  -3.4521  -3.75
F  -1.6990  -2.5672  0.6309  -0.13
P  -0.7725  -1.5133  -0.1547  1.77
C  4.4732  4.9354  0.9508  -1.23
H  -0.1578  -1.6918  3.4032  0.26
C  -6.5810  -3.0061  2.8256  -1.53
C  -5.8017  -2.3167  1.6816  2.22
H  3.6339  -4.5198  4.0566  0.30
H  4.3222  -1.1650  2.5816  -0.11
C  -0.5934  -1.0802  -6.4030  0.80
H  3.8289  -0.4776  6.4076  0.42
H  -0.0143  -1.9256  5.1850  0.51
C  4.6424  -1.8788  3.3484  -1.38
C  -4.2012  0.4637  3.7362  -2.03
C  3.7578  2.0857  0.5013  2.11
H  -5.0587  -1.4652  5.4844  0.40
O  0.0028  8.2732  0.1894  -0.61
O  -3.0922  0.1547  -2.9257  -0.97
O  -4.3610  -0.5601  1.1086  0.13
C  -2.4313  3.2430  0.0505  0.26
H  1.6670  1.3962  -5.2365  0.30
H  2.9375  0.4920  -5.9088  0.38
H  5.8159  4.1768  2.4042  0.42
H  4.3915  -2.8253  2.8687  0.32
C  0.1018  -2.3854  4.2026  -2.42
H  3.7328  5.3567  1.6283  0.38
C  -6.7942  -2.0231  0.5531  -1.83
C  -0.2211  -2.3393  -7.2308  -1.54
C  -1.8533  7.3668  -1.1016  0.49
C  4.3590  -0.5784  5.4591  -2.10
O  -0.4134  -2.1341  -4.2581  -0.25
S  -4.4921  -0.2632  -2.6583  1.52
H  5.1532  0.4855  0.2887  0.38
O  -2.3793  8.3359  -1.5564  -0.60
F  -5.8643  1.4292  -4.1408  -0.22
H  5.0274  1.8429  2.1960  0.33
N  2.4180  -1.6600  4.5276  0.13
H  1.9350  -2.2538  1.9005  -0.13
H  -0.5327  0.0922  -8.2159  0.47
F  -6.4813  -0.6343  -4.3489  -0.21
C  -5.4491  0.1731  -4.1862  0.31
C  3.8678  -1.7895  4.6612  1.95
H  -0.7424  1.0062  -6.7397  0.35
H  -3.6739  -1.2343  1.0092  -0.15
H  4.3072  0.7657  -1.1882  -0.04
C  1.2902  0.4735  -7.1587  -0.78
H  0.7516  -2.1737  -7.6933  0.50
C  -0.1986  0.1622  -7.1790  -1.20
H  5.7192  -1.7466  3.4523  0.51
H  2.8778  -0.5237  -3.2279  0.66
H  5.4264  -0.5710  5.6910  0.43
H  2.0186  0.1968  4.7070  0.27
H  -3.2800  -2.8518  3.2915  0.26
H  3.6353  2.8566  2.5104  0.48
O  2.0622  -0.4087  3.9614  -0.13
C  -4.5094  -0.9986  3.4182  2.00
H  5.7660  3.9119  -1.3300  0.36
O  -4.5499  -1.7027  -2.5720  -0.78